Formula: C16H15F18N5O18S6Zn3
Source: OMol25
Level of theory: ωB97M-V with the def2-TZVPD basis set

Each line ends with the Mulliken charge.
Geometry (Å):
Zn  4.49441  1.61154  -0.51240  1.50
Zn  1.54854  -4.67717  -1.31581  1.65
Zn  -0.79681  0.48739  -3.83030  1.64
C  4.46265  -1.61878  -5.53806  0.51
F  4.25746  -2.89350  -5.87322  -0.19
F  5.79557  -1.34866  -5.32160  -0.22
F  4.07232  -0.79474  -6.37735  -0.17
S  3.45161  -1.37122  -3.95394  1.09
O  3.26155  -2.62702  -3.19160  -0.64
O  4.15359  -0.29093  -3.18380  -0.65
O  2.16356  -0.88414  -4.36918  -0.69
C  -0.38461  -0.28375  1.97219  0.43
F  -1.67004  -0.27172  1.63971  -0.18
F  -0.03690  1.01554  2.30180  -0.18
F  -0.00305  -1.17417  2.89258  -0.16
S  0.51069  -0.69376  0.35161  1.03
O  1.75925  0.11571  0.41395  -0.69
O  0.73366  -2.13094  0.26547  -0.62
O  -0.38990  -0.15021  -0.67194  -0.64
C  -0.24372  -7.72835  3.05162  0.60
F  -0.57762  -8.84620  3.73508  -0.20
F  -0.84027  -6.61560  3.59696  -0.23
F  1.01512  -7.46982  3.16682  -0.21
S  -0.66790  -7.77909  1.11039  1.03
O  0.13784  -8.94562  0.75719  -0.62
O  -2.07887  -8.00841  0.97683  -0.54
O  -0.17941  -6.55764  0.46736  -0.51
C  1.77898  5.84710  -3.44898  0.47
F  2.44944  5.53311  -4.56641  -0.18
F  2.59042  6.61057  -2.63895  -0.18
F  0.64599  6.53241  -3.76397  -0.18
S  1.33963  4.21290  -2.44823  1.08
O  0.83751  3.13944  -3.43468  -0.61
O  2.65618  3.72888  -1.94882  -0.64
O  0.37296  4.58089  -1.41887  -0.57
C  -3.69131  -4.06973  -2.60237  0.56
F  -3.48482  -3.55430  -1.41857  -0.19
F  -3.85699  -5.41203  -2.59915  -0.19
F  -4.81781  -3.49143  -3.09306  -0.21
S  -2.13886  -3.68993  -3.64743  0.98
O  -2.19196  -2.23495  -3.64281  -0.60
O  -0.88901  -4.07203  -2.95894  -0.60
O  -2.38234  -4.36795  -4.92030  -0.59
C  4.48081  6.22532  2.58033  0.59
F  5.64626  6.74044  2.09204  -0.24
F  4.20101  6.96928  3.63854  -0.20
F  3.60001  6.45861  1.55235  -0.18
S  4.69951  4.34451  3.15110  1.08
O  6.02131  4.14548  3.76778  -0.56
O  3.64277  4.05433  4.10812  -0.54
O  4.57666  3.55524  1.93485  -0.52
C  -5.27064  -2.39422  3.31933  -0.73
C  -5.91749  -1.68737  4.46854  0.33
N  -6.45795  -1.15261  5.35283  -0.38
H  -5.30067  -1.78502  2.41596  0.24
H  -5.85984  -3.25639  3.00689  0.29
H  -4.23531  -2.70367  3.46229  0.26
C  -5.11512  2.71273  3.16140  -0.53
C  -6.28234  2.56281  2.26565  0.28
N  -7.20283  2.45924  1.53911  -0.41
H  -4.32852  3.38149  2.81192  0.26
H  -4.65558  1.72482  3.13050  0.14
H  -5.48307  2.84395  4.17899  0.27
C  -0.45136  5.94366  2.95172  -0.64
C  -1.36525  6.93845  2.39042  0.32
N  -2.12625  7.69132  1.98567  -0.40
H  -1.02354  5.14223  3.41909  0.25
H  0.09869  6.54757  3.67341  0.24
H  0.20980  5.42787  2.25535  0.24
C  -4.89505  4.55754  -2.02686  -0.64
C  -4.16344  3.43587  -2.56538  0.25
N  -3.46353  2.56265  -2.93513  -0.41
H  -4.56188  5.39797  -2.63577  0.28
H  -4.57650  4.70326  -0.99468  0.25
H  -5.92260  4.21518  -2.14940  0.29
C  6.85109  -6.36276  0.04322  -0.73
C  5.48773  -5.88951  0.21787  0.35
N  4.37848  -5.46429  0.32885  -0.42
H  6.81402  -7.37505  -0.35926  0.27
H  7.31855  -6.32638  1.02722  0.28
H  7.46516  -5.70630  -0.57328  0.29

Values from the calculation:
- HOMO energy (eV) = -10.022
- total energy (Ha) = -11770.73502
- max |F| (hartree/bohr) = 0.1019
- 2S+1 = 1
- LUMO level (eV) = -7.14
- energy above the lowest of the compared OMol25 structures with the same formula, charge and spin (kcal/mol) = 0.00
- gap between HOMO and LUMO (eV) = 2.88